{"formula": "C41H39Cl2CoNO2P2", "method": "ωB97M-V/def2-TZVPD", "charge": 0, "s2": 0.770, "lumo_ev": [0.419, 0.419], "gap_ha": [0.3088, 0.3039], "spin_multiplicity": 2, "e_above_lowest_kcal_mol": 0.00, "symbols": ["Co", "N", "P", "C", "C", "C", "C", "C", "C", "C", "C", "C", "C", "C", "C", "P", "C", "C", "C", "C", "C", "C", "C", "C", "C", "C", "C", "C", "H", "H", "H", "H", "H", "H", "H", "H", "H", "H", "H", "H", "H", "H", "H", "H", "H", "H", "H", "H", "H", "C", "C", "C", "C", "C", "C", "H", "H", "H", "H", "H", "Cl", "C", "Cl", "H", "H", "C", "C", "C", "C", "C", "C", "C", "C", "C", "C", "O", "O", "H", "H", "H", "H", "H", "H", "H", "H", "H", "H", "H"], "xyz": [[0.339, -0.405, 0.787], [0.069, -2.020, -1.546], [-0.750, -0.515, -1.217], [-2.407, -0.901, -1.863], [-3.559, -0.666, -1.119], [-4.799, -1.054, -1.610], [-4.900, -1.662, -2.852], [-3.758, -1.872, -3.613], [-2.520, -1.489, -3.122], [-0.016, 0.583, -2.466], [1.373, 0.622, -2.564], [1.989, 1.480, -3.464], [1.219, 2.307, -4.271], [-0.166, 2.282, -4.168], [-0.783, 1.426, -3.265], [0.869, -2.367, -0.109], [0.278, -3.975, 0.480], [0.447, -5.127, -0.287], [-0.048, -6.341, 0.160], [-0.702, -6.415, 1.384], [-0.867, -5.276, 2.156], [-0.382, -4.055, 1.702], [2.589, -2.700, -0.607], [2.953, -2.660, -1.951], [4.265, -2.908, -2.335], [5.225, -3.196, -1.377], [4.870, -3.237, -0.034], [3.561, -2.993, 0.350], [-0.139, -2.679, -2.283], [-3.490, -0.155, -0.169], [-5.690, -0.867, -1.023], [-5.868, -1.961, -3.235], [-3.833, -2.326, -4.594], [-1.636, -1.632, -3.736], [1.985, -0.009, -1.930], [3.070, 1.506, -3.530], [1.698, 2.977, -4.976], [-0.769, 2.937, -4.785], [-1.861, 1.428, -3.166], [0.983, -5.079, -1.230], [0.084, -7.233, -0.441], [-1.082, -7.367, 1.736], [-1.375, -5.331, 3.111], [-0.527, -3.160, 2.295], [2.215, -2.409, -2.703], [4.536, -2.870, -3.383], [6.250, -3.383, -1.672], [5.617, -3.453, 0.720], [3.303, -3.014, 1.401], [3.932, -0.257, 3.912], [3.656, 0.798, 3.056], [2.562, 0.742, 2.198], [1.716, -0.373, 2.139], [2.030, -1.424, 3.013], [3.103, -1.371, 3.894], [4.777, -0.212, 4.589], [4.289, 1.679, 3.064], [2.349, 1.598, 1.566], [1.418, -2.321, 3.017], [3.298, -2.206, 4.559], [-0.943, -1.483, 4.636], [-2.322, -0.915, 3.714], [-1.984, -0.712, 1.971], [-2.625, 0.052, 4.091], [-3.121, -1.640, 3.792], [-1.729, 7.721, 1.318], [-1.539, 6.253, 1.046], [-2.457, 5.316, 1.501], [-2.293, 3.955, 1.260], [-3.314, 2.970, 1.766], [-1.167, 3.531, 0.558], [-0.223, 4.449, 0.094], [0.992, 3.988, -0.667], [-0.431, 5.800, 0.338], [-0.961, 2.061, 0.293], [-1.773, 1.473, -0.454], [0.051, 1.532, 0.860], [-2.704, 7.915, 1.766], [-1.657, 8.306, 0.399], [-0.966, 8.096, 2.003], [-3.330, 5.651, 2.054], [-4.095, 3.482, 2.328], [-2.848, 2.230, 2.423], [-3.772, 2.421, 0.942], [0.730, 3.268, -1.447], [1.702, 3.491, -0.002], [1.493, 4.832, -1.141], [0.295, 6.517, -0.035]], "forces_ev_per_angstrom": [[0.091, 0.157, -0.520], [-0.230, -0.011, 0.048], [0.012, -0.140, -0.038], [-0.095, 0.072, 0.078], [-0.060, -0.005, -0.006], [0.033, 0.020, -0.004], [-0.022, -0.004, -0.007], [0.000, 0.006, -0.036], [0.013, -0.034, 0.043], [0.028, 0.024, -0.081], [-0.017, 0.060, -0.029], [0.025, 0.009, -0.017], [0.022, 0.011, -0.022], [-0.021, -0.003, 0.019], [0.028, 0.040, -0.033], [0.127, 0.168, 0.026], [0.026, -0.069, 0.060], [0.065, -0.021, 0.011], [0.000, 0.001, -0.002], [-0.010, -0.024, 0.000], [-0.007, 0.017, 0.001], [-0.073, -0.014, -0.021], [-0.013, -0.135, -0.085], [0.017, 0.046, 0.007], [0.014, 0.000, 0.000], [0.001, 0.001, 0.007], [-0.005, -0.003, 0.010], [0.002, -0.007, 0.001], [0.073, -0.045, -0.078], [0.004, -0.048, -0.061], [0.024, -0.012, -0.015], [0.028, 0.009, 0.011], [0.004, 0.008, 0.013], [-0.009, -0.018, 0.003], [-0.011, -0.028, 0.007], [-0.044, 0.000, 0.007], [-0.017, -0.025, 0.037], [0.019, -0.025, 0.014], [0.012, -0.007, -0.002], [-0.010, 0.008, 0.027], [-0.002, 0.021, 0.015], [0.013, 0.031, -0.011], [0.021, -0.001, -0.030], [0.040, -0.026, -0.011], [0.014, -0.011, 0.016], [-0.014, -0.003, 0.024], [-0.025, 0.003, 0.003], [-0.018, 0.008, -0.015], [-0.030, 0.010, 0.029], [0.003, -0.038, 0.033], [0.013, 0.055, 0.005], [-0.076, 0.009, -0.068], [0.240, -0.059, 0.322], [-0.025, 0.062, -0.060], [0.010, -0.011, -0.004], [-0.021, 0.004, -0.021], [-0.019, -0.016, -0.008], [0.032, -0.010, 0.013], [0.008, -0.019, 0.005], [-0.005, 0.024, -0.014], [0.031, -0.021, 0.008], [-0.057, 0.063, -0.102], [-0.095, -0.131, 0.227], [0.009, 0.050, 0.037], [-0.044, -0.031, 0.014], [-0.016, 0.034, 0.010], [-0.008, -0.011, 0.005], [-0.021, -0.014, 0.009], [-0.010, 0.023, -0.017], [-0.002, -0.026, 0.036], [0.062, -0.065, -0.002], [-0.002, -0.032, -0.019], [0.011, -0.013, -0.027], [0.031, 0.004, -0.021], [0.027, 0.102, -0.029], [0.115, 0.144, 0.133], [-0.236, -0.080, 0.172], [0.024, -0.005, -0.014], [0.000, -0.017, 0.008], [-0.006, -0.021, -0.011], [0.041, -0.011, -0.022], [0.019, -0.026, -0.014], [-0.006, 0.022, -0.024], [0.002, 0.023, -0.004], [-0.008, 0.030, 0.031], [-0.013, 0.010, -0.004], [-0.001, 0.001, 0.010], [-0.030, -0.012, 0.019]], "lowdin_charge": [0.121, -0.330, 0.942, -0.319, -0.095, -0.072, -0.086, -0.082, -0.100, -0.318, -0.090, -0.082, -0.090, -0.076, -0.081, 0.918, -0.317, -0.083, -0.079, -0.080, -0.071, -0.101, -0.320, -0.108, -0.082, -0.084, -0.070, -0.070, 0.068, 0.053, 0.105, 0.103, 0.103, 0.106, 0.089, 0.106, 0.103, 0.105, 0.111, 0.107, 0.104, 0.104, 0.106, 0.038, 0.089, 0.103, 0.103, 0.107, 0.094, -0.113, -0.101, -0.110, -0.229, -0.202, -0.115, 0.093, 0.096, 0.076, 0.052, 0.097, 0.597, -0.925, 0.689, 0.025, 0.029, -0.056, -0.269, -0.011, -0.197, -0.030, -0.052, -0.189, -0.015, -0.009, -0.570, -0.083, -0.086, 0.071, 0.078, 0.081, 0.112, 0.076, 0.067, 0.079, 0.066, 0.081, 0.080, 0.118]}


{"formula": "C57H44CaCl5N3O4PS6", "method": "ωB97M-V/def2-TZVPD", "charge": -1, "lumo_ev": 0.912, "gap_ha": 0.1534, "symbols": ["Ca", "O", "C", "S", "C", "C", "S", "S", "S", "Cl", "C", "C", "C", "Cl", "C", "Cl", "C", "Cl", "C", "Cl", "C", "C", "C", "C", "C", "C", "C", "S", "O", "C", "C", "C", "C", "C", "C", "C", "C", "C", "C", "C", "C", "C", "C", "C", "C", "C", "C", "C", "C", "S", "O", "C", "C", "C", "C", "C", "C", "C", "H", "H", "H", "H", "H", "H", "H", "H", "H", "H", "H", "H", "H", "H", "H", "H", "H", "H", "H", "H", "H", "H", "H", "H", "H", "H", "C", "C", "N", "C", "C", "C", "C", "C", "C", "C", "C", "N", "C", "N", "H", "H", "H", "H", "H", "H", "H", "H", "H", "C", "P", "C", "C", "O", "H", "H", "H", "H", "H", "H", "H", "H", "H"], "xyz": [[0.726, -1.591, 0.947], [5.345, -2.131, 6.108], [4.471, -1.813, 5.344], [2.787, -2.285, 5.510], [2.151, -1.497, 4.054], [3.053, -0.808, 3.303], [2.740, 0.088, 1.890], [4.729, -0.831, 3.903], [0.483, -1.639, 3.741], [-2.419, -1.053, 1.358], [-2.277, -2.743, 1.062], [-0.990, -3.232, 0.879], [-0.933, -4.594, 0.611], [0.613, -5.277, 0.316], [-2.049, -5.425, 0.541], [-1.896, -7.106, 0.188], [-3.313, -4.881, 0.739], [-4.711, -5.877, 0.648], [-3.430, -3.518, 0.997], [-4.992, -2.812, 1.196], [-0.081, 3.979, 8.035], [-0.002, 3.423, 6.645], [0.268, 4.250, 5.562], [0.363, 3.731, 4.285], [0.175, 2.376, 4.091], [-0.075, 1.529, 5.155], [-0.168, 2.058, 6.428], [0.307, 1.715, 2.406], [1.107, 2.706, 1.691], [-1.434, 2.125, 2.019], [-2.431, 1.516, 2.797], [-3.751, 1.684, 2.491], [-4.137, 2.418, 1.348], [-5.487, 2.561, 0.974], [-5.832, 3.252, -0.154], [-4.837, 3.810, -0.971], [-3.518, 3.697, -0.631], [-3.134, 3.020, 0.546], [-1.769, 2.891, 0.929], [-0.761, 3.629, 0.140], [-0.643, 5.033, 0.307], [-1.398, 5.738, 1.270], [-1.199, 7.075, 1.473], [-0.251, 7.773, 0.709], [0.485, 7.121, -0.238], [0.322, 5.737, -0.460], [1.120, 5.028, -1.382], [1.012, 3.670, -1.499], [0.073, 2.976, -0.730], [0.112, 1.159, -0.659], [1.388, 0.766, -1.258], [-1.104, 0.973, -2.004], [-0.700, 1.015, -3.325], [-1.627, 0.832, -4.336], [-2.966, 0.601, -4.041], [-3.975, 0.362, -5.123], [-3.354, 0.561, -2.706], [-2.433, 0.744, -1.692], [-0.092, 5.066, 8.017], [0.782, 3.650, 8.613], [-0.978, 3.625, 8.541], [0.410, 5.310, 5.721], [0.598, 4.352, 3.433], [-0.168, 0.464, 4.986], [-0.361, 1.402, 7.264], [-2.129, 0.919, 3.645], [-4.519, 1.235, 3.103], [-6.247, 2.105, 1.594], [-6.871, 3.363, -0.428], [-5.122, 4.327, -1.876], [-2.750, 4.109, -1.272], [-2.123, 5.201, 1.865], [-1.766, 7.600, 2.228], [-0.101, 8.829, 0.889], [1.225, 7.656, -0.819], [1.849, 5.572, -1.965], [1.662, 3.101, -2.143], [0.344, 1.171, -3.549], [-1.304, 0.866, -5.368], [-3.601, 0.703, -6.084], [-4.908, 0.877, -4.903], [-4.192, -0.703, -5.199], [-4.387, 0.376, -2.453], [-2.743, 0.697, -0.660], [-0.944, -3.148, -3.483], [-0.995, -2.576, -2.218], [0.051, -1.975, -1.660], [1.176, -1.924, -2.343], [1.348, -2.466, -3.624], [0.237, -3.095, -4.200], [2.614, -2.273, -4.300], [3.274, -3.116, -5.123], [3.031, -4.513, -5.369], [2.340, -5.370, -4.492], [2.270, -6.701, -4.843], [2.816, -7.183, -5.962], [3.458, -6.301, -6.709], [3.609, -5.018, -6.479], [-1.819, -3.622, -3.896], [-1.904, -2.596, -1.636], [1.999, -1.411, -1.865], [0.300, -3.511, -5.195], [3.063, -1.305, -4.113], [4.143, -2.739, -5.648], [1.903, -5.014, -3.574], [1.769, -7.424, -4.216], [3.916, -6.683, -7.616], [3.828, -4.337, -0.977], [3.760, -3.174, 0.436], [4.699, -1.689, -0.057], [4.706, -3.995, 1.766], [2.366, -2.896, 0.842], [4.851, -4.568, -1.257], [3.309, -3.899, -1.826], [3.313, -5.250, -0.680], [5.569, -1.949, -0.651], [5.009, -1.160, 0.844], [4.034, -1.030, -0.613], [5.683, -4.325, 1.424], [4.128, -4.850, 2.115], [4.830, -3.293, 2.589]], "forces_ev_per_angstrom": [[-0.397, 1.305, 0.542], [0.513, -0.155, 0.446], [-0.413, 0.066, -0.357], [-0.131, -0.003, -0.125], [1.332, 0.384, -0.020], [0.011, -0.892, 1.227], [0.462, 0.936, -0.860], [-0.165, 0.146, -0.147], [-1.237, -0.445, -0.071], [-0.143, 0.674, 0.153], [0.379, -1.045, -0.235], [-1.066, -0.929, -0.026], [-0.727, 0.527, 0.180], [0.684, -0.672, -0.273], [0.093, 0.071, -0.008], [0.021, -0.194, -0.031], [0.110, 0.125, -0.001], [-0.203, -0.085, 0.000], [-0.023, 0.071, -0.020], [-0.196, 0.082, 0.046], [0.043, -0.019, -0.007], [-0.051, -0.130, 0.021], [-0.023, -0.036, 0.016], [0.040, -0.034, -0.226], [0.150, -0.319, -0.087], [0.025, -0.103, -0.005], [0.004, 0.271, -0.017], [-1.299, 0.043, 1.273], [0.820, 0.734, -0.597], [0.182, 0.225, -0.271], [-0.450, 0.041, 0.183], [0.299, -0.034, 0.147], [0.257, 0.193, -0.149], [-0.213, 0.037, -0.121], [-0.135, -0.133, 0.160], [0.175, 0.082, -0.062], [-0.109, 0.130, -0.102], [-0.259, -0.137, 0.255], [0.069, -0.236, 0.320], [0.261, -0.103, -0.426], [0.260, 0.082, -0.311], [-0.090, 0.123, 0.131], [-0.151, -0.186, 0.066], [0.165, 0.097, -0.140], [0.014, 0.206, 0.027], [-0.248, -0.150, 0.196], [0.000, -0.285, -0.062], [0.163, -0.006, -0.114], [-0.443, 0.125, 0.639], [-1.288, 1.187, -1.089], [1.383, -0.497, -0.360], [-0.180, -0.198, 0.413], [0.262, 0.004, 0.091], [-0.017, -0.006, 0.050], [-0.056, 0.014, 0.124], [0.101, -0.033, 0.016], [0.021, 0.045, -0.104], [0.055, -0.052, 0.156], [-0.006, 0.079, 0.074], [0.025, 0.035, 0.120], [-0.047, 0.013, 0.089], [0.019, 0.112, 0.023], [0.025, 0.110, -0.088], [0.016, -0.134, -0.030], [-0.010, -0.093, 0.124], [-0.073, -0.088, 0.091], [-0.066, -0.104, 0.080], [-0.060, -0.025, 0.054], [-0.088, -0.027, -0.012], [0.017, 0.048, -0.091], [-0.004, 0.053, -0.019], [-0.028, -0.014, 0.051], [-0.061, 0.004, 0.049], [0.036, 0.068, -0.043], [0.053, 0.029, -0.044], [0.094, 0.031, -0.073], [0.180, -0.045, -0.110], [0.179, 0.011, -0.064], [0.025, -0.002, -0.090], [-0.029, 0.019, -0.115], [-0.095, 0.036, -0.030], [-0.075, -0.084, -0.075], [-0.154, -0.014, 0.034], [-0.064, -0.064, 0.037], [0.055, 0.058, 0.086], [-0.080, -0.092, -0.170], [-0.166, 0.053, 0.408], [0.426, -0.170, -0.678], [-0.929, -0.169, 0.560], [0.269, 0.349, 0.255], [0.833, -0.440, -0.722], [-0.107, 1.389, 0.681], [-0.292, -1.527, -0.161], [0.350, 0.345, -0.345], [0.103, -0.115, -0.225], [-0.145, -0.191, 0.194], [0.018, -0.507, -0.287], [-0.112, 0.931, 0.399], [-0.127, -0.032, -0.025], [-0.102, -0.016, 0.074], [0.109, 0.114, -0.018], [0.007, -0.018, -0.074], [0.081, 0.101, -0.160], [0.077, 0.033, 0.062], [-0.030, -0.009, 0.067], [-0.094, -0.009, 0.141], [0.009, -0.008, 0.005], [-0.158, 0.359, 0.504], [1.921, -0.424, -0.158], [-0.232, -0.547, 0.218], [-0.456, 0.291, -0.428], [0.118, -0.621, -0.176], [0.161, 0.011, -0.007], [-0.054, 0.051, -0.105], [-0.014, -0.042, -0.033], [0.155, -0.175, -0.159], [-0.101, 0.036, -0.057], [0.026, 0.070, -0.007], [0.092, -0.005, -0.103], [-0.025, -0.018, -0.013], [-0.032, 0.080, 0.064]], "lowdin_charge": [0.927, -0.103, -1.081, 0.922, -1.201, -1.175, 0.478, 0.907, 0.437, 0.789, -0.726, -0.323, -0.732, 0.700, -0.717, 0.645, -0.725, 0.653, -0.714, 0.651, -0.059, -0.281, -0.040, -0.055, -0.334, -0.086, -0.029, 0.869, -0.505, -0.291, -0.130, -0.037, -0.163, -0.033, -0.087, -0.077, -0.018, -0.131, -0.162, -0.171, -0.100, -0.007, -0.077, -0.089, -0.037, -0.151, -0.010, -0.038, -0.282, 0.963, -0.499, -0.336, -0.064, -0.036, -0.276, -0.051, -0.028, -0.088, 0.069, 0.082, 0.076, 0.106, 0.108, 0.029, 0.115, 0.104, 0.119, 0.111, 0.097, 0.101, 0.124, 0.122, 0.100, 0.098, 0.108, 0.111, 0.109, 0.110, 0.110, 0.072, 0.077, 0.081, 0.119, 0.066, -0.023, -0.105, 0.053, -0.106, -0.212, -0.018, -0.032, -0.031, -0.271, -0.004, -0.120, 0.072, -0.232, 0.120, 0.108, 0.113, 0.095, 0.122, 0.120, 0.109, 0.101, 0.110, 0.104, -0.167, 0.586, -0.187, -0.141, -0.593, 0.052, 0.022, 0.027, 0.048, 0.009, 0.030, 0.053, 0.061, 0.017]}


Number 1: F_max 0.0107 Eh/bohr, electronic energy -4776.92059 hartree. Number 2: F_max 0.0401 Eh/bohr, electronic energy -8372.99942 hartree.